Record 1
22
Properties=species:S:1:pos:R:3:nbo_charge:R:1 method="wB97M-V/def2-TZVPD" de_lowest_ev=1.5227 total_charge=+1 lumo_ev=-3.62 smiles=C[C@@]1([n+]2ccn[nH]2)NCCO1 energy_ha=-529.17161 homo_energy_ev=-14.6
C -0.0319 -1.8764 1.0842 -0.663
C -0.1671 -0.5830 0.3535 0.592
N 1.3525 -0.0743 0.2131 -0.152
C 2.1815 0.3695 1.1822 -0.003
C 3.3963 0.6563 0.5518 -0.069
N 3.2177 0.4560 -0.7458 -0.138
N 2.0336 -0.0138 -0.9352 -0.093
N -0.5496 -0.5000 -1.0356 -0.653
C -1.4801 0.6807 -1.1589 -0.232
C -1.1731 1.3899 0.1940 -0.105
O -0.7481 0.3641 1.1241 -0.479
H -1.0998 -2.2360 1.4340 0.270
H 0.6772 -1.6852 1.9236 0.242
H 0.3257 -2.7616 0.4755 0.254
H 2.0530 0.1262 2.2183 0.261
H 4.3975 0.8099 1.0065 0.268
H 1.6169 -0.2712 -1.7976 0.457
H -0.9517 -1.2593 -1.3861 0.388
H -2.4182 0.3292 -1.1077 0.206
H -1.2251 1.2807 -1.9397 0.220
H -0.3622 2.2099 0.1467 0.193
H -2.0274 1.8863 0.6791 0.234

---

Record 2
14
Properties=species:S:1:pos:R:3:nbo_charge:R:1 method="wB97M-V/def2-TZVPD" de_lowest_ev=5.4078 lumo_ev="-0.43 / -0.43" energy_ha=-586.41595 homo_energy_ev="-8.4 / -8.4"
C 2.1114 0.5838 -1.4751 -0.445
C -1.4169 1.1911 0.8835 -0.407
N 0.9267 0.5510 -0.6362 -0.259
N 0.6242 -0.5825 -0.3116 0.012
N -0.3602 -0.7683 0.4625 -0.534
P -0.7297 -2.2862 1.1347 0.563
H 2.0799 -0.1900 -2.2845 0.197
H 2.8667 0.2500 -0.8610 0.198
H 2.1874 1.6386 -1.8068 0.205
H -1.0700 1.5797 1.7954 0.180
H -1.3898 1.9282 0.0154 0.219
H -2.4038 0.7911 1.0928 0.180
H -1.6935 -2.8110 0.0522 -0.061
H -1.7326 -1.8756 1.9387 -0.050

---

Record 3
153
Properties=species:S:1:pos:R:3:mulliken_charge:R:1 method="wB97M-V/def2-TZVPD" lumo_ev=-0.07 smiles="CN(C)P(=O)(N(C)C)N(C)C.CN(C)P(=O)(N(C)C)N(C)C.CN(C)P(=O)(N(C)C)N(C)C.C[C@H]1COC(=O)O1.C[C@H]1COC(=O)O1.C[C@H]1COC(=O)O1.C[C@H]1COC(=O)O1.C[N+](=O)[O-].C[N+](=O)[O-]" energy_ha=-4478.03212 homo_energy_ev=-8.1
C -13.6254 -6.2659 17.3653 -1.081
N -13.6133 -6.4525 18.8031 0.478
C -14.6790 -5.7258 19.4665 -1.320
P -12.6414 -7.6096 19.5192 0.308
O -12.0730 -8.4964 18.4908 -0.961
N -11.4649 -6.7541 20.3432 0.540
C -10.1139 -7.3155 20.3789 -0.869
C -11.7626 -5.9448 21.4931 -0.190
N -13.5993 -8.2592 20.6942 0.359
C -13.0300 -8.7077 21.9826 -1.070
C -14.9129 -8.8080 20.4032 -1.081
H -14.6353 -6.4678 16.9928 0.302
H -12.9078 -6.9164 16.8748 0.328
H -13.3328 -5.2356 17.1303 0.266
H -15.6611 -6.1246 19.1648 0.355
H -14.6485 -4.6763 19.1614 0.326
H -14.6328 -5.8477 20.5439 0.408
H -9.9885 -7.9652 19.5145 0.439
H -9.3715 -6.5180 20.3414 -0.120
H -9.9406 -7.9225 21.2776 0.309
H -12.7467 -5.4779 21.4334 0.086
H -11.7158 -6.3679 22.5076 0.146
H -11.0419 -5.1218 21.5199 -0.078
H -11.9490 -8.7823 21.9275 0.252
H -13.3516 -8.0191 22.7667 0.290
H -13.4646 -9.6817 22.2085 0.471
H -15.5230 -8.8124 21.3038 0.445
H -14.8272 -9.7521 19.8639 0.271
H -15.4309 -8.1136 19.7369 0.337
C -3.5935 -2.0395 13.3444 -1.318
N -5.0587 -2.0761 13.3232 0.369
C -5.7340 -1.3181 12.2964 -1.187
P -5.9799 -2.7172 14.5478 0.291
O -7.3685 -2.2468 14.5028 -0.864
N -5.7812 -4.3551 14.4842 0.191
C -4.4764 -4.9931 14.4259 -0.907
C -6.8203 -5.1581 15.1265 -1.106
N -5.2081 -2.2281 15.9481 0.424
C -4.7848 -0.8408 16.1093 -1.022
C -5.5915 -2.9446 17.1648 -1.101
H -3.2524 -2.1997 14.3657 0.526
H -3.2468 -1.0674 12.9965 0.396
H -3.1965 -2.8514 12.7314 0.277
H -6.6796 -1.8020 12.0363 0.339
H -5.2058 -1.5172 11.3511 0.451
H -5.9011 -0.2542 12.4575 0.277
H -3.8082 -4.7077 15.2407 0.282
H -4.6631 -6.0602 14.3138 0.439
H -4.0022 -4.7305 13.4759 0.253
H -6.4552 -5.6443 16.0386 0.325
H -7.6612 -4.5523 15.4638 0.356
H -7.2176 -5.9084 14.4380 0.418
H -5.6024 -0.1399 15.9064 0.295
H -4.3659 -0.7231 17.1040 0.397
H -4.0085 -0.6018 15.3808 0.316
H -5.2069 -3.9676 17.1225 0.067
H -6.6732 -2.9517 17.3230 0.399
H -5.1307 -2.5163 18.0552 0.449
C -2.9905 -11.9525 19.1070 -1.075
N -3.5926 -10.9583 18.2394 0.401
C -4.7546 -11.4310 17.4811 -0.898
P -3.4137 -9.3833 18.7381 -0.274
O -3.7766 -9.0946 20.1364 -0.798
N -1.7995 -9.0972 18.4577 0.308
C -0.9813 -8.5651 19.5578 -0.950
C -1.0582 -9.6735 17.3445 -0.710
N -4.2793 -8.4579 17.6737 0.496
C -4.0492 -8.4503 16.2219 -1.179
C -5.4813 -7.7633 18.1241 -1.245
H -3.5885 -12.2056 19.9855 0.295
H -2.0204 -11.5673 19.4389 0.299
H -2.7486 -12.8571 18.5421 0.392
H -4.8522 -10.8094 16.5975 0.274
H -5.6701 -11.4168 18.0758 0.247
H -4.5252 -12.4436 17.1521 0.380
H -0.9214 -9.2899 20.3743 0.276
H 0.0062 -8.2870 19.2016 0.381
H -1.4531 -7.6779 19.9821 0.238
H -0.8913 -10.7535 17.4765 0.252
H -1.5789 -9.5835 16.3942 0.165
H -0.0811 -9.2032 17.2575 0.384
H -3.5729 -9.3689 15.8967 0.532
H -5.0298 -8.3802 15.7455 0.468
H -3.4855 -7.5584 15.9353 0.139
H -5.9096 -8.2654 18.9934 0.481
H -6.2221 -7.6740 17.3356 0.457
H -5.2172 -6.7798 18.5315 0.233
C -12.9371 0.8449 20.9374 -1.366
C -12.5543 -0.5994 20.6383 0.362
C -11.2515 -0.8015 19.8484 -0.515
O -10.5472 -1.7810 20.5912 -0.143
C -11.2107 -2.0929 21.7217 0.652
O -10.8417 -2.9113 22.4968 -0.510
O -12.2443 -1.2431 21.9069 -0.428
H -13.5072 1.2539 20.1108 0.386
H -12.0524 1.4020 21.2543 0.275
H -13.5076 0.8324 21.8699 0.348
H -13.4176 -1.1397 20.2481 0.347
H -10.6836 0.1297 19.7977 0.314
H -11.4098 -1.1204 18.8199 0.313
C -7.9537 0.0615 28.6667 -1.356
C -7.9267 -1.2718 27.9549 0.696
C -6.8412 -1.3011 26.8577 0.303
O -6.0924 -2.5041 27.1462 -0.363
C -6.4887 -3.0229 28.3196 0.602
O -6.0318 -3.9888 28.8308 -0.521
O -7.4913 -2.2657 28.8515 -0.405
H -8.6071 0.8069 28.2201 0.166
H -6.9472 0.4137 28.8887 0.407
H -8.3814 -0.1012 29.6649 0.375
H -8.8817 -1.4796 27.4708 0.276
H -6.0963 -0.5035 26.9256 0.327
H -7.1319 -1.3890 25.8130 -0.454
C -6.0370 -3.2414 23.1972 -1.637
C -7.2634 -3.3670 22.3425 0.936
C -7.2589 -2.3192 21.1924 -0.205
O -7.3728 -3.0733 20.0000 -0.282
C -7.3839 -4.3933 20.2769 0.117
O -7.3568 -5.2548 19.4584 -0.455
O -7.2212 -4.5914 21.5976 0.298
H -6.2002 -3.8790 24.0796 0.301
H -5.8470 -2.2695 23.6491 0.348
H -5.1501 -3.6620 22.7280 0.427
H -8.2320 -3.2918 22.8322 0.027
H -6.4185 -1.6204 21.1916 0.328
H -8.1051 -1.6320 21.2850 -0.164
C -9.1516 3.2134 25.7465 -1.335
C -9.2789 2.6307 24.3357 0.504
C -8.0190 2.5796 23.4785 -0.558
O -8.0572 1.2339 22.9297 -0.362
C -8.7624 0.4522 23.7792 0.723
O -8.5586 -0.7070 23.9623 -0.631
O -9.6230 1.2122 24.4743 -0.380
H -9.4627 2.4443 26.4487 0.241
H -9.7770 4.0959 25.8498 0.352
H -8.1216 3.4893 25.9776 0.376
H -10.1840 3.0246 23.8754 0.396
H -7.1024 2.6382 24.0589 0.318
H -8.0899 3.1815 22.5789 0.272
C -8.6061 -4.8302 25.8242 -0.867
N -8.5273 -5.8472 24.7433 0.983
O -7.4143 -6.1708 24.3722 -0.499
O -9.5753 -6.2443 24.2683 -0.551
H -9.4969 -5.0869 26.4025 0.430
H -8.8283 -3.8480 25.4164 0.146
H -7.7686 -4.9313 26.5042 0.364
C -5.5208 -7.4187 21.9028 0.088
N -4.4300 -7.5696 22.8997 1.174
O -4.1290 -6.5753 23.5450 -0.633
O -3.9651 -8.6737 23.0706 -0.618
H -6.1033 -8.3324 21.8849 0.424
H -5.1340 -7.2432 20.9068 0.063
H -6.1219 -6.5773 22.2239 -0.496

---

Record 4
16
Properties=species:S:1:pos:R:3:nbo_charge:R:1 method="wB97M-V/def2-TZVPD" de_lowest_ev=1.8710 lumo_ev=0.97 smiles="C/N=C/OCCO" energy_ha=-363.01678 homo_energy_ev=-9.9
C -1.6911 -0.1319 -1.9444 -0.426
N -0.7480 -0.1026 -0.8386 -0.548
C -1.2201 -0.0843 0.3344 0.435
O -0.4898 -0.1122 1.4505 -0.495
C 0.8810 -0.5449 1.3582 -0.109
C 1.8698 0.5507 0.9964 -0.084
O 1.8591 0.9465 -0.3484 -0.743
H -1.8711 0.8832 -2.3164 0.202
H -1.2621 -0.7177 -2.7624 0.208
H -2.6595 -0.5786 -1.6759 0.179
H -2.2871 -0.0466 0.5780 0.150
H 1.1005 -0.9134 2.3637 0.200
H 0.9375 -1.3727 0.6421 0.196
H 1.7014 1.4039 1.6746 0.163
H 2.8697 0.1527 1.2272 0.175
H 1.0100 0.6677 -0.7392 0.497